Record 1
Computed, not measured: C37H31F3GeIrN4O as an isolated structure, with ωB97M-V/def2-TZVPD.

Properties
net charge	+2
2S+1	2
energy above the lowest of the compared OMol25 structures with the same formula, charge and spin	0.0	kcal per mole
E	-114374.5481	eV
gap between HOMO and LUMO (alpha / beta)	7.59 / 4.86	eV
<S²>	0.775

Each line ends with the Löwdin spin population.
Cartesian coordinates (Å):
Ir (0.214, 0.338, -0.147)  0.025
C (0.729, -0.026, 4.032)  0.001
C (0.871, 0.123, 2.558)  0.004
N (-0.126, 0.153, 1.740)  -0.001
N (-1.440, 0.108, 2.128)  0.004
C (-2.234, 0.155, 1.079)  0.000
O (-1.832, 0.183, -0.158)  0.000
C (-3.693, 0.225, 1.308)  0.000
C (-4.197, 0.545, 2.568)  0.007
C (-5.567, 0.665, 2.755)  0.005
C (-6.435, 0.456, 1.692)  0.000
C (-5.934, 0.127, 0.437)  0.005
C (-4.565, 0.021, 0.243)  0.004
C (2.180, 0.308, 1.893)  0.000
C (3.378, 0.342, 2.580)  0.001
C (4.559, 0.557, 1.880)  0.000
C (4.509, 0.732, 0.508)  0.001
C (3.279, 0.684, -0.129)  0.000
N (2.146, 0.478, 0.541)  0.000
H (-0.318, -0.150, 4.291)  0.000
H (1.126, 0.851, 4.546)  0.000
H (1.286, -0.897, 4.382)  0.000
H (-3.513, 0.691, 3.392)  0.000
H (-5.958, 0.904, 3.734)  0.000
H (-7.504, 0.531, 1.845)  0.000
H (-6.613, -0.060, -0.385)  0.000
H (-4.167, -0.229, -0.731)  0.000
H (3.388, 0.203, 3.652)  0.000
H (5.504, 0.588, 2.404)  0.000
H (5.404, 0.903, -0.072)  0.000
H (3.180, 0.814, -1.200)  0.000
C (1.228, 3.830, 0.959)  0.000
Ge (0.050, 2.749, -0.155)  0.011
C (0.756, 2.583, -1.975)  0.003
C (0.722, 1.231, -2.360)  0.000
C (1.482, 0.734, -3.413)  0.000
C (2.290, 1.612, -4.121)  0.000
C (2.346, 2.950, -3.759)  0.000
C (1.608, 3.428, -2.680)  0.000
C (-1.810, 3.329, 0.189)  0.164
C (-2.038, 3.788, 1.501)  0.059
C (-3.306, 4.048, 1.981)  0.075
C (-4.415, 3.845, 1.157)  0.167
C (-4.244, 3.404, -0.162)  0.000
C (-5.359, 3.192, -0.991)  0.161
C (-5.198, 2.745, -2.303)  0.061
C (-3.926, 2.504, -2.791)  0.069
C (-2.807, 2.702, -1.978)  0.148
C (-2.934, 3.150, -0.657)  0.001
H (1.056, 4.897, 0.821)  0.000
H (2.260, 3.611, 0.683)  0.000
H (1.103, 3.595, 2.016)  0.000
H (-0.069, 0.510, -2.007)  0.000
H (1.427, -0.310, -3.691)  0.000
H (2.874, 1.252, -4.958)  0.000
H (2.980, 3.628, -4.316)  0.000
H (1.708, 4.466, -2.385)  0.000
H (-1.195, 3.939, 2.164)  0.000
H (-3.444, 4.400, 2.995)  0.001
H (-5.415, 4.031, 1.530)  0.005
H (-6.351, 3.383, -0.601)  0.005
H (-6.064, 2.597, -2.933)  0.000
H (-3.791, 2.168, -3.810)  0.001
H (-1.819, 2.515, -2.383)  0.006
F (0.556, -6.196, -2.790)  0.000
C (0.479, -6.043, -1.463)  0.000
F (1.527, -6.652, -0.908)  0.000
F (-0.635, -6.650, -1.042)  0.000
C (0.442, -4.570, -1.113)  0.000
C (-0.669, -3.817, -1.463)  0.000
C (-0.678, -2.473, -1.154)  0.000
N (0.347, -1.868, -0.538)  0.006
C (1.409, -2.603, -0.198)  0.000
C (1.499, -3.957, -0.465)  0.000
H (-1.516, -4.268, -1.961)  0.000
H (-1.530, -1.848, -1.387)  0.000
H (2.217, -2.089, 0.307)  0.000
H (2.376, -4.515, -0.171)  0.000

***

Record 2
Computed, not measured: a 7-piece molecular cluster, C37H31F6NO3S2 overall in a non-equilibrium geometry, with ωB97M-V/def2-TZVPD.

Properties
net charge	0
E	-84475.7258	eV
gap between HOMO and LUMO	8.01	eV

Each line ends with the Löwdin charge.
Cartesian coordinates (Å):
O (-0.409, -1.718, -1.490)  -0.385
S (-0.783, -1.358, -0.131)  0.935
O (-2.394, -1.634, 0.023)  -0.238
O (-0.659, 0.332, 0.018)  -0.326
N (0.390, 0.587, 0.957)  -0.053
C (0.018, 0.341, 2.114)  -0.704
S (-0.715, 0.047, 3.472)  0.863
H (-2.454, -2.338, 0.686)  0.036
F (-3.368, 0.244, 4.086)  -0.047
C (-4.458, 0.997, 3.803)  -0.279
C (-4.654, 2.180, 4.487)  -0.015
C (-5.771, 2.949, 4.189)  -0.082
C (-6.675, 2.521, 3.226)  -0.095
C (-6.460, 1.326, 2.552)  -0.077
C (-5.340, 0.558, 2.837)  -0.010
H (-3.941, 2.491, 5.239)  0.118
H (-5.935, 3.882, 4.711)  0.105
H (-7.546, 3.121, 2.999)  0.101
H (-7.164, 0.990, 1.803)  0.106
H (-5.150, -0.370, 2.318)  0.107
F (3.247, 2.901, -4.219)  0.040
C (2.691, 1.669, -4.157)  -0.282
C (2.028, 1.287, -3.007)  -0.002
C (1.456, 0.024, -2.943)  -0.068
C (1.561, -0.840, -4.025)  -0.083
C (2.234, -0.440, -5.172)  -0.085
C (2.801, 0.826, -5.244)  -0.026
H (1.963, 1.972, -2.172)  0.094
H (0.931, -0.282, -2.053)  0.054
H (1.116, -1.825, -3.970)  0.101
H (2.319, -1.115, -6.014)  0.102
H (3.323, 1.158, -6.132)  0.114
F (1.788, 3.434, 2.616)  0.046
C (2.372, 4.063, 1.573)  -0.284
C (2.681, 5.405, 1.684)  -0.020
C (3.286, 6.047, 0.612)  -0.076
C (3.564, 5.345, -0.553)  -0.084
C (3.242, 3.998, -0.646)  -0.074
C (2.647, 3.347, 0.425)  -0.017
H (2.449, 5.935, 2.599)  0.115
H (3.540, 7.096, 0.686)  0.106
H (4.030, 5.848, -1.387)  0.078
H (3.456, 3.453, -1.557)  0.082
H (2.395, 2.295, 0.375)  0.095
F (-0.224, -3.763, 0.539)  -0.018
C (-0.768, -5.004, 0.586)  -0.273
C (-1.439, -5.402, 1.724)  -0.017
C (-1.998, -6.672, 1.766)  -0.090
C (-1.868, -7.523, 0.677)  -0.100
C (-1.185, -7.105, -0.457)  -0.073
C (-0.633, -5.833, -0.509)  -0.005
H (-1.522, -4.724, 2.566)  0.123
H (-2.535, -6.995, 2.647)  0.111
H (-2.302, -8.514, 0.714)  0.105
H (-1.080, -7.770, -1.304)  0.107
H (-0.103, -5.483, -1.386)  0.124
F (5.737, 7.193, -2.263)  0.049
C (6.721, 6.335, -2.598)  -0.284
C (8.037, 6.706, -2.397)  -0.019
C (9.048, 5.819, -2.739)  -0.086
C (8.735, 4.581, -3.283)  -0.098
C (7.408, 4.226, -3.482)  -0.078
C (6.392, 5.103, -3.133)  -0.016
H (8.262, 7.678, -1.979)  0.116
H (10.081, 6.096, -2.580)  0.104
H (9.526, 3.893, -3.552)  0.100
H (7.161, 3.263, -3.909)  0.106
H (5.352, 4.836, -3.274)  0.107
F (-4.671, -3.052, 1.626)  0.046
C (-5.026, -4.351, 1.748)  -0.286
C (-5.611, -4.782, 2.922)  -0.014
C (-5.972, -6.116, 3.039)  -0.079
C (-5.735, -6.997, 1.991)  -0.094
C (-5.141, -6.541, 0.822)  -0.093
C (-4.788, -5.207, 0.695)  -0.024
H (-5.778, -4.080, 3.730)  0.119
H (-6.438, -6.469, 3.950)  0.106
H (-6.013, -8.038, 2.087)  0.103
H (-4.951, -7.227, 0.007)  0.108
H (-4.330, -4.831, -0.212)  0.126

***

Record 3
Computed, not measured: C37H32ErIOP2 as an isolated structure in a non-equilibrium geometry, with ωB97M-V/def2-TZVPD.

Properties
net charge	+2
2S+1	4
E	-95221.7896	eV
gap between HOMO and LUMO (alpha / beta)	6.28 / 6.36	eV
<S²>	3.753

Each line ends with the Löwdin spin population.
Cartesian coordinates (Å):
Er (-0.476, 0.162, -0.912)  3.036
P (-0.291, 2.469, 0.702)  -0.005
C (-2.467, -0.335, 0.067)  -0.003
O (-3.464, -0.571, 0.606)  0.001
P (0.287, -2.497, -0.596)  -0.005
C (-1.987, 3.171, 0.808)  0.000
C (0.553, 3.594, -0.503)  0.000
C (0.479, 2.807, 2.306)  -0.001
C (0.686, -3.551, 0.830)  -0.001
C (-1.096, -3.339, -1.459)  0.000
C (1.685, -2.668, -1.775)  -0.001
C (-2.523, 3.636, 2.023)  0.000
C (-3.850, 4.072, 2.071)  0.000
C (-4.647, 4.035, 0.925)  0.000
C (-4.125, 3.541, -0.274)  0.000
C (-2.799, 3.114, -0.336)  0.000
H (-1.905, 3.644, 2.920)  0.000
H (-4.260, 4.432, 3.009)  0.000
H (-5.683, 4.379, 0.965)  0.000
H (-4.749, 3.480, -1.165)  0.000
H (-2.406, 2.699, -1.278)  0.000
C (0.131, 1.987, 3.400)  0.000
C (0.742, 2.166, 4.643)  0.000
C (1.723, 3.155, 4.815)  0.000
C (2.101, 3.945, 3.718)  0.000
C (1.494, 3.764, 2.473)  0.000
H (-0.591, 1.183, 3.263)  0.000
H (0.469, 1.527, 5.486)  0.000
H (2.206, 3.296, 5.790)  0.000
H (2.890, 4.691, 3.841)  0.000
H (1.830, 4.355, 1.619)  0.000
C (0.087, 4.898, -0.756)  0.000
C (0.727, 5.689, -1.712)  0.000
C (1.820, 5.187, -2.422)  0.000
C (2.285, 3.895, -2.174)  0.000
C (1.677, 3.103, -1.195)  0.000
H (-0.789, 5.273, -0.211)  0.000
H (0.365, 6.698, -1.902)  0.000
H (2.312, 5.810, -3.170)  0.000
H (3.122, 3.496, -2.737)  0.000
H (2.068, 2.103, -0.975)  0.000
C (-1.216, -3.264, -2.859)  0.000
C (-2.335, -3.808, -3.493)  0.000
C (-3.352, -4.397, -2.730)  0.000
C (-3.265, -4.408, -1.336)  0.000
C (-2.149, -3.867, -0.694)  0.000
H (-0.448, -2.746, -3.448)  0.000
H (-2.419, -3.761, -4.580)  0.000
H (-4.223, -4.825, -3.231)  0.000
H (-4.074, -4.826, -0.741)  0.000
H (-2.106, -3.817, 0.390)  0.000
C (0.254, -3.154, 2.110)  0.000
C (0.571, -3.934, 3.223)  0.000
C (1.297, -5.118, 3.073)  0.000
C (1.727, -5.518, 1.799)  0.000
C (1.440, -4.727, 0.685)  0.000
H (-0.302, -2.226, 2.222)  0.000
H (0.258, -3.623, 4.216)  0.000
H (1.543, -5.734, 3.944)  0.000
H (2.301, -6.443, 1.689)  0.000
H (1.812, -5.010, -0.309)  0.000
C (1.904, -3.857, -2.489)  0.000
C (2.957, -3.940, -3.401)  0.000
C (3.768, -2.826, -3.630)  0.000
C (3.539, -1.629, -2.945)  0.000
C (2.519, -1.552, -1.988)  0.000
H (1.239, -4.717, -2.335)  0.000
H (3.140, -4.867, -3.937)  0.000
H (4.588, -2.891, -4.351)  0.000
H (4.159, -0.760, -3.154)  0.000
H (2.370, -0.628, -1.404)  0.000
H (0.628, -0.288, 1.459)  0.000
H (1.315, -0.141, 1.137)  0.000
I (-1.074, 0.806, -3.618)  -0.019